{"formula": "C46H40AsF3FeN4", "method": "the ωB97M-V functional and the def2-TZVPD basis", "elements": ["Fe", "N", "C", "C", "C", "C", "C", "C", "C", "C", "C", "C", "C", "C", "H", "H", "H", "H", "H", "H", "H", "H", "H", "H", "C", "C", "N", "C", "N", "C", "C", "C", "N", "C", "H", "H", "H", "H", "H", "H", "H", "H", "H", "H", "H", "H", "H", "C", "C", "C", "C", "C", "C", "As", "C", "C", "C", "C", "C", "C", "C", "C", "C", "C", "C", "C", "H", "H", "H", "H", "H", "H", "H", "H", "H", "H", "H", "H", "H", "F", "C", "F", "F", "C", "C", "C", "C", "C", "C", "C", "C", "H", "H", "H", "H"], "xyz": [[0.537, 0.209, 0.267], [2.083, -1.542, -0.098], [1.543, -1.878, -1.381], [2.079, -1.371, -2.528], [1.499, -1.623, -3.785], [0.342, -2.415, -3.865], [-0.215, -2.961, -2.748], [0.353, -2.747, -1.410], [-1.594, -1.910, 0.422], [-2.734, -2.472, 1.015], [-3.679, -1.654, 1.604], [-3.493, -0.276, 1.615], [-2.357, 0.272, 1.034], [-1.391, -0.520, 0.416], [1.995, -2.314, 0.555], [3.057, -1.273, -0.167], [2.972, -0.757, -2.464], [1.942, -1.212, -4.680], [-0.104, -2.604, -4.834], [-1.094, -3.590, -2.811], [-2.877, -3.546, 0.987], [-4.563, -2.084, 2.056], [-4.231, 0.365, 2.083], [-2.217, 1.350, 1.072], [0.168, 3.797, 4.697], [0.970, 3.914, 3.418], [0.782, 2.695, 2.647], [0.691, 1.451, 3.204], [0.795, 0.413, 2.408], [0.742, -0.914, 3.020], [-0.241, -0.946, 4.175], [0.191, 0.096, 5.188], [0.473, 1.370, 4.537], [0.596, 2.531, 5.413], [-0.896, 3.735, 4.457], [0.331, 4.663, 5.337], [2.029, 4.076, 3.650], [0.629, 4.756, 2.820], [1.096, 2.695, 1.692], [1.740, -1.201, 3.372], [0.436, -1.630, 2.256], [-0.257, -1.928, 4.646], [-1.244, -0.727, 3.800], [1.077, -0.252, 5.729], [-0.600, 0.260, 5.922], [1.629, 2.624, 5.766], [-0.031, 2.359, 6.287], [0.736, 6.887, -0.313], [-0.174, 6.141, 0.424], [-0.333, 4.791, 0.159], [0.401, 4.179, -0.854], [1.298, 4.931, -1.600], [1.465, 6.281, -1.325], [0.063, 2.271, -1.185], [-1.637, 2.507, -2.099], [-2.877, 2.756, -1.538], [-3.977, 2.943, -2.362], [-3.831, 2.875, -3.740], [-2.587, 2.635, -4.304], [-1.477, 2.451, -3.489], [-0.095, 2.230, -3.956], [0.325, 2.171, -5.280], [1.669, 1.996, -5.575], [2.608, 1.880, -4.558], [2.199, 1.935, -3.234], [0.857, 2.109, -2.939], [0.876, 7.939, -0.100], [-0.764, 6.620, 1.196], [-1.052, 4.206, 0.726], [1.857, 4.472, -2.405], [2.164, 6.863, -1.912], [-2.994, 2.808, -0.462], [-4.948, 3.141, -1.927], [-4.692, 3.014, -4.380], [-2.483, 2.598, -5.381], [-0.392, 2.272, -6.084], [1.989, 1.958, -6.607], [3.655, 1.750, -4.798], [2.925, 1.863, -2.431], [1.991, -9.907, 0.062], [1.031, -9.339, 0.806], [1.354, -9.530, 2.102], [-0.111, -10.021, 0.585], [0.856, -7.879, 0.503], [1.598, -7.247, -0.481], [1.382, -5.903, -0.740], [0.427, -5.189, -0.018], [-0.295, -5.835, 0.993], [-0.084, -7.174, 1.249], [0.125, -3.819, -0.343], [-0.607, -2.754, -0.198], [2.332, -7.804, -1.047], [1.947, -5.399, -1.514], [-1.025, -5.275, 1.564], [-0.651, -7.684, 2.017]], "lowdin_spin": [3.67, 0.07, 0.18, 0.02, 0.29, 0.01, 0.21, 0.07, 0.04, 0.01, 0.01, 0.00, 0.02, 0.08, 0.01, 0.00, 0.00, 0.02, -0.01, 0.01, 0.00, 0.00, 0.00, 0.00, 0.00, 0.00, 0.00, 0.01, 0.04, 0.01, 0.00, 0.00, 0.01, 0.00, 0.00, 0.00, 0.00, 0.00, 0.00, 0.00, 0.00, 0.00, 0.00, 0.00, 0.00, 0.00, 0.00, 0.00, 0.00, 0.00, 0.01, 0.00, 0.00, 0.03, 0.00, 0.00, 0.00, 0.00, 0.00, 0.00, 0.00, 0.00, 0.00, 0.00, 0.00, 0.00, 0.00, 0.00, 0.00, 0.00, 0.00, 0.00, 0.00, 0.00, 0.00, 0.00, 0.00, 0.00, 0.00, 0.00, 0.00, 0.00, 0.00, 0.00, 0.00, 0.00, 0.01, 0.00, 0.00, 0.07, 0.08, 0.00, 0.00, 0.00, 0.00], "relative_energy_kcal_mol": 0.0, "homo_ev": [-8.589, -10.458], "multiplicity": 6, "lumo_ev": [-2.228, -2.882], "gap_ha": [0.2338, 0.2784], "charge": 1}


{"formula": "C55H60BBr3Cl2F8O29", "method": "the ωB97M-V functional and the def2-TZVPD basis", "elements": ["C", "C", "C", "C", "O", "C", "C", "C", "C", "C", "Br", "C", "C", "Br", "C", "C", "C", "B", "O", "C", "C", "C", "C", "C", "O", "C", "C", "C", "C", "Cl", "C", "C", "Cl", "C", "Br", "C", "C", "C", "O", "C", "C", "O", "H", "H", "H", "H", "H", "H", "H", "H", "H", "H", "H", "H", "H", "H", "H", "H", "H", "H", "H", "H", "H", "H", "H", "H", "H", "H", "H", "H", "H", "H", "H", "H", "H", "H", "H", "H", "C", "C", "O", "C", "O", "O", "F", "H", "H", "H", "C", "C", "O", "C", "O", "O", "F", "H", "H", "H", "C", "C", "O", "C", "O", "O", "F", "H", "H", "H", "C", "C", "O", "C", "O", "O", "F", "H", "H", "H", "C", "C", "O", "C", "O", "O", "F", "H", "H", "H", "C", "C", "O", "C", "O", "O", "F", "H", "H", "H", "C", "C", "O", "C", "O", "O", "F", "H", "H", "H", "C", "C", "O", "C", "O", "O", "F", "H", "H", "H"], "xyz": [[1.358, 3.817, -8.026], [1.809, 4.280, -6.522], [0.985, 3.350, -5.508], [1.217, 3.721, -3.944], [2.053, 2.761, -3.237], [1.518, 2.476, -1.931], [1.875, 3.351, -0.664], [2.897, 4.550, -0.913], [2.238, 6.015, -0.918], [2.803, 6.958, 0.290], [2.818, 6.972, -2.603], [1.258, 2.981, 0.740], [1.696, 3.871, 2.008], [0.150, 4.851, 2.847], [2.536, 3.009, 3.114], [3.290, 1.783, 2.402], [0.277, 1.747, 0.849], [-0.391, 1.288, 2.286], [0.407, 0.716, 3.367], [-1.994, 1.407, 2.607], [-2.359, 2.532, 3.704], [-0.092, 0.872, -0.374], [0.557, 1.245, -1.766], [0.211, 0.295, -3.027], [-0.019, 0.712, -4.183], [0.133, -1.278, -2.654], [0.686, -2.410, -3.552], [0.586, -3.895, -3.039], [1.194, -5.091, -3.921], [1.173, -4.747, -5.736], [2.721, -5.354, -3.352], [3.839, -5.361, -4.537], [3.273, -4.060, -2.151], [-0.080, -4.274, -1.660], [-0.185, -6.180, -1.047], [-0.643, -3.115, -0.750], [-1.301, -3.443, 0.665], [-0.308, -2.979, 1.863], [-0.660, -3.129, 3.068], [-0.516, -1.649, -1.265], [-1.032, -0.402, -0.373], [-2.139, -0.523, 0.207], [0.338, 3.276, -7.936], [2.077, 3.015, -8.446], [1.220, 4.697, -8.738], [1.567, 5.393, -6.460], [2.921, 4.051, -6.398], [1.251, 2.259, -5.740], [-0.143, 3.537, -5.694], [1.668, 4.779, -3.943], [0.191, 3.829, -3.428], [3.492, 4.312, -1.861], [3.668, 4.514, -0.048], [1.085, 5.981, -0.855], [2.889, 8.048, -0.027], [3.888, 6.587, 0.459], [2.257, 6.785, 1.278], [2.427, 4.708, 1.690], [1.868, 2.683, 3.998], [3.336, 3.697, 3.588], [2.577, 0.953, 2.068], [3.840, 2.152, 1.463], [4.080, 1.302, 3.081], [-0.133, 0.886, 4.185], [-2.637, 1.502, 1.660], [-2.280, 0.384, 3.075], [-2.814, 3.442, 3.188], [-1.438, 2.787, 4.352], [-3.112, 2.051, 4.435], [1.194, -2.170, -4.549], [0.650, -6.091, -3.787], [2.750, -6.349, -2.771], [3.857, -4.350, -5.072], [4.855, -5.443, -3.993], [3.619, -6.250, -5.214], [-2.318, -2.933, 0.822], [-1.483, -4.565, 0.848], [0.728, -2.538, 1.657], [7.457, -9.333, -2.657], [7.425, -7.873, -2.338], [6.550, -7.347, -3.316], [5.688, -8.358, -3.614], [4.646, -8.211, -4.193], [6.149, -9.563, -3.164], [8.645, -7.312, -2.506], [8.193, -9.582, -3.427], [7.650, -9.947, -1.776], [7.044, -7.638, -1.340], [1.876, -9.909, -2.427], [3.229, -10.409, -2.054], [3.066, -11.811, -2.020], [2.073, -12.078, -2.916], [1.840, -13.165, -3.357], [1.385, -10.950, -3.258], [3.582, -9.988, -0.813], [1.216, -9.793, -1.562], [1.918, -8.961, -2.966], [4.009, -10.145, -2.771], [-2.598, -1.141, 6.348], [-3.702, -1.612, 7.239], [-3.979, -0.479, 8.037], [-3.662, 0.596, 7.264], [-4.011, 1.719, 7.495], [-2.904, 0.239, 6.190], [-3.283, -2.615, 8.045], [-1.611, -1.242, 6.809], [-2.590, -1.655, 5.386], [-4.609, -1.918, 6.708], [-6.114, 3.073, 5.272], [-6.137, 4.534, 5.590], [-6.998, 5.065, 4.603], [-7.865, 4.059, 4.297], [-8.894, 4.215, 3.707], [-7.419, 2.854, 4.753], [-4.909, 5.086, 5.433], [-5.373, 2.819, 4.510], [-5.934, 2.458, 6.155], [-6.525, 4.772, 6.584], [3.733, -0.044, 5.779], [2.923, -1.282, 5.988], [1.835, -0.828, 6.768], [1.659, 0.476, 6.418], [0.673, 1.111, 6.665], [2.737, 0.969, 5.747], [3.614, -2.200, 6.706], [4.425, 0.153, 6.603], [4.298, -0.068, 4.846], [2.550, -1.738, 5.066], [-3.577, 5.069, -0.142], [-2.627, 6.211, -0.016], [-1.584, 5.868, -0.906], [-2.175, 5.114, -1.876], [-1.672, 4.868, -2.935], [-3.409, 4.681, -1.498], [-2.119, 6.283, 1.239], [-3.318, 4.229, 0.511], [-4.606, 5.361, 0.057], [-3.047, 7.178, -0.300], [-4.517, 9.084, 3.147], [-4.173, 9.991, 2.009], [-4.047, 9.104, 0.916], [-4.882, 8.065, 1.196], [-5.245, 7.257, 0.387], [-5.261, 8.059, 2.503], [-2.980, 10.596, 2.213], [-3.633, 8.649, 3.621], [-5.116, 9.582, 3.911], [-4.936, 10.743, 1.786], [-2.670, -4.773, -5.080], [-3.517, -5.286, -6.200], [-3.560, -6.678, -5.962], [-3.432, -6.819, -4.612], [-3.690, -7.823, -4.014], [-2.981, -5.674, -4.026], [-2.922, -5.071, -7.398], [-1.600, -4.829, -5.300], [-2.918, -3.747, -4.805], [-4.534, -4.884, -6.215]], "mulliken_charge": [-0.97, -0.30, -0.95, 1.04, -0.63, -0.81, 0.46, -1.66, 0.53, -1.03, -0.18, 0.23, -0.24, -0.07, -0.32, -0.67, 1.19, 0.39, -0.15, -0.30, 0.08, 0.36, 0.69, -0.41, -0.56, 0.55, -0.91, 0.53, -0.24, -0.18, 0.47, -1.14, -0.19, -0.60, -0.15, 0.61, -0.77, 0.21, -0.60, 0.22, -0.21, -0.54, 0.28, 0.26, 0.31, 0.30, 0.25, 0.20, 0.33, -0.27, -0.18, 0.48, 0.49, -0.03, 0.38, 0.31, 0.23, 0.14, 0.06, 0.43, -0.02, 0.30, 0.24, -0.15, 0.40, 0.02, 0.05, 0.03, -0.31, 0.36, 0.46, 0.02, 0.39, 0.21, 0.33, 0.25, 0.40, 0.36, -0.50, 0.30, -0.28, 0.71, -0.47, -0.34, -0.28, 0.27, 0.30, 0.30, -0.07, 0.61, -0.37, 0.60, -0.51, -0.34, -0.30, 0.21, 0.01, 0.14, -0.28, 0.33, -0.34, 0.51, -0.54, -0.06, -0.29, 0.16, 0.22, 0.28, 0.27, 0.32, -0.27, 0.59, -0.53, -0.34, -0.23, -0.11, 0.10, 0.19, -0.44, 0.41, -0.32, 0.63, -0.52, -0.23, -0.31, 0.31, 0.24, 0.23, 0.16, 0.27, -0.16, 0.54, -0.62, -0.38, -0.25, -0.09, 0.31, 0.21, -0.44, 0.31, -0.27, 0.58, -0.59, -0.22, -0.29, 0.28, 0.28, 0.29, 0.13, 0.31, -0.32, 0.62, -0.53, -0.25, -0.28, -0.19, 0.26, 0.27], "homo_ev": -9.097, "multiplicity": 1, "lumo_ev": -1.562, "gap_ha": 0.2769}


{"formula": "C39H34CaClN3SSi2", "method": "the ωB97M-V functional and the def2-TZVPD basis", "elements": ["C", "C", "C", "H", "C", "C", "H", "H", "H", "H", "Ca", "Si", "C", "C", "H", "C", "H", "C", "H", "C", "H", "C", "H", "C", "C", "H", "C", "H", "C", "H", "C", "H", "C", "H", "H", "Si", "C", "C", "H", "C", "H", "C", "H", "C", "H", "C", "H", "C", "C", "H", "C", "H", "C", "H", "C", "H", "C", "H", "H", "Cl", "N", "C", "C", "C", "C", "C", "C", "N", "C", "C", "C", "S", "C", "N", "H", "H", "H", "H", "H", "H", "H"], "xyz": [[5.054, -0.718, -0.225], [4.263, -0.792, -1.404], [3.780, 0.519, -1.685], [4.179, -1.677, -2.048], [4.270, 1.398, -0.667], [5.053, 0.619, 0.239], [5.646, 0.999, 1.067], [5.664, -1.531, 0.179], [3.238, 0.827, -2.574], [4.152, 2.478, -0.637], [2.294, -0.022, 0.535], [-2.048, 0.988, -2.443], [-3.565, -0.149, -2.625], [-4.742, 0.239, -1.966], [-4.730, 1.101, -1.282], [-5.976, -0.362, -2.248], [-6.891, 0.039, -1.786], [-6.014, -1.437, -3.136], [-6.972, -1.909, -3.340], [-4.834, -1.853, -3.780], [-4.873, -2.675, -4.500], [-3.608, -1.219, -3.525], [-2.696, -1.531, -4.043], [-3.097, 2.581, -2.647], [-4.202, 2.666, -3.521], [-4.469, 1.824, -4.176], [-5.010, 3.811, -3.564], [-5.907, 3.832, -4.191], [-4.616, 4.950, -2.827], [-5.183, 5.879, -2.922], [-3.488, 4.904, -1.991], [-3.170, 5.795, -1.435], [-2.749, 3.710, -1.894], [-1.890, 3.704, -1.240], [-1.222, 0.901, -3.672], [-3.292, -0.155, 0.841], [-2.102, 1.182, 0.444], [-1.163, 1.002, -0.732], [-0.717, -0.002, -0.671], [-0.170, 2.050, -1.012], [0.445, 1.890, -1.907], [0.051, 3.057, -0.092], [0.867, 3.791, -0.222], [-0.717, 3.091, 1.088], [-0.428, 3.786, 1.878], [-1.741, 2.178, 1.341], [-2.168, 2.147, 2.348], [-2.775, -1.773, 0.128], [-1.468, -2.142, -0.286], [-0.590, -1.764, 0.259], [-1.300, -3.013, -1.363], [-0.342, -3.017, -1.896], [-2.342, -3.904, -1.677], [-2.195, -4.660, -2.447], [-3.561, -3.798, -0.987], [-4.334, -4.569, -1.109], [-3.796, -2.720, -0.131], [-4.775, -2.608, 0.352], [-3.278, -0.320, 2.249], [0.380, -0.817, 1.915], [4.826, -0.984, 4.508], [5.151, -2.281, 4.165], [6.052, -3.131, 4.780], [6.509, -4.220, 4.020], [5.995, -4.459, 2.735], [5.029, -3.618, 2.158], [4.621, -2.477, 2.864], [3.954, -1.312, 2.483], [4.133, -0.422, 3.489], [3.569, 0.899, 3.615], [3.872, 1.815, 4.612], [2.620, 2.987, 4.737], [1.816, 2.257, 3.378], [2.482, 1.251, 2.821], [5.082, -0.522, 5.373], [6.372, -2.910, 5.801], [7.273, -4.876, 4.437], [6.365, -5.320, 2.182], [4.600, -3.798, 1.169], [4.733, 1.757, 5.256], [0.818, 2.561, 3.078]], "mulliken_charge": [-0.22, -0.85, -0.79, 0.40, -0.77, -0.47, 0.43, 0.58, 0.52, 0.42, 1.21, 0.12, 0.75, -0.01, 0.61, -1.01, 0.41, -0.45, 0.40, -0.73, 0.35, -0.64, 0.37, 0.64, -0.27, 0.43, -0.81, 0.39, -0.38, 0.36, -0.88, 0.39, -0.12, 0.27, -0.33, -0.58, 0.74, 2.05, -0.47, -1.29, 0.29, -0.83, 0.31, -0.95, 0.79, -0.50, 0.39, 0.82, -0.01, 0.10, -0.51, 0.41, -0.59, 0.41, -0.45, 0.37, -0.41, 0.34, -0.26, -0.55, 0.01, 0.57, -0.88, -0.40, -0.56, -0.68, 0.15, 0.34, 0.35, -0.59, -0.69, -0.17, -0.32, 0.46, 0.22, 0.36, 0.37, 0.37, 0.47, 0.43, 0.31], "relative_energy_kcal_mol": 70.0, "homo_ev": [-6.956, -6.817], "multiplicity": 1, "lumo_ev": [-0.540, -0.558], "gap_ha": [0.2358, 0.2300]}


{"formula": "C3H9NO2", "method": "the ωB97M-V functional and the def2-TZVPD basis", "elements": ["C", "O", "H", "H", "H", "H", "C", "C", "O", "N", "H", "H", "H", "H", "H"], "xyz": [[1.207, 1.770, -1.913], [0.042, 1.433, -1.190], [0.134, 1.550, -0.235], [2.129, 1.407, -1.443], [1.140, 1.281, -2.882], [1.283, 2.848, -2.070], [-0.779, -1.253, 0.013], [-0.588, -0.567, 1.332], [-0.549, 0.649, 1.458], [-0.378, -1.406, 2.395], [0.153, -1.359, -0.545], [-1.464, -0.729, -0.641], [-0.471, -1.007, 3.318], [-0.672, -2.362, 2.285], [-1.187, -2.255, 0.118]], "nbo_charge": [-0.24, -0.75, 0.50, 0.16, 0.17, 0.16, -0.72, 0.68, -0.64, -0.82, 0.25, 0.26, 0.40, 0.39, 0.20], "relative_energy_kcal_mol": 17.0, "homo_ev": -9.817, "multiplicity": 1, "lumo_ev": 0.836, "gap_ha": 0.3915}


{"formula": "C8H9BO4", "method": "the ωB97M-V functional and the def2-TZVPD basis", "elements": ["B", "C", "C", "C", "C", "C", "C", "C", "C", "O", "O", "O", "O", "H", "H", "H", "H", "H", "H", "H", "H", "H"], "xyz": [[1.001, 1.695, -0.172], [-1.230, -0.782, -0.415], [1.550, 0.347, -0.519], [-1.606, -0.138, 0.873], [2.042, -0.722, -0.760], [-0.772, -2.009, -0.448], [-0.950, -0.505, 1.879], [-2.657, 0.902, 0.784], [2.662, -1.943, -1.169], [-0.500, -3.158, -0.579], [-0.432, -0.791, 2.863], [-0.075, 2.107, -0.892], [1.527, 2.321, 0.899], [-1.227, -0.141, -1.212], [-3.512, 0.509, 0.396], [-2.281, 1.533, -0.059], [-2.923, 1.659, 1.594], [1.973, -2.681, -1.002], [3.527, -2.340, -0.476], [2.970, -2.053, -2.198], [-0.377, 2.964, -0.677], [1.289, 3.227, 1.290]], "nbo_charge": [1.05, -0.50, -0.39, -0.34, 0.09, 0.72, 0.71, -0.60, -0.71, -0.47, -0.45, -0.87, -0.89, 0.27, 0.21, 0.21, 0.23, 0.25, 0.23, 0.24, 0.48, 0.51], "relative_energy_kcal_mol": 57.6, "homo_ev": -7.825, "multiplicity": 1, "lumo_ev": 0.152, "gap_ha": 0.2931}


Molar mass list, top to bottom, in g mol⁻¹: 836.6; 1658.5; 708.5; 91.1; 180.0